[1]
C32H33CeClNOS7 | the ωB97M-V functional and the def2-TZVPD basis

Element x y z (Å)
1 S -3.195 0.334 1.205
2 H 2.320 0.382 -4.167
3 S -2.191 2.508 -2.695
4 H 3.955 1.929 1.222
5 S 1.801 -3.337 -0.263
6 H -0.595 2.588 5.436
7 H 0.250 5.376 0.308
8 H -0.753 0.693 7.023
9 C 0.408 3.772 3.280
10 O -1.290 0.238 -1.070
11 C -3.402 -0.474 -0.306
12 H 0.561 3.978 4.332
13 C 0.443 4.818 2.373
14 C -2.110 -3.141 -3.536
15 H 1.224 1.325 -3.190
16 S 3.159 -0.814 1.667
17 H 2.650 -4.269 -2.307
18 C -3.197 1.283 -2.051
19 H 0.620 5.829 2.719
20 C 0.050 2.158 1.465
21 H -1.866 -4.193 -3.577
22 C -4.516 1.594 -2.208
23 C -2.184 -2.385 -2.339
24 H 0.340 -1.897 3.799
25 H 5.382 -0.146 1.112
26 C -2.430 -2.396 -4.636
27 H -3.391 4.431 -3.591
28 H 3.026 -3.060 2.346
29 H 3.687 1.849 -2.824
30 C -0.158 -0.755 5.549
31 H 4.503 -0.649 -0.329
32 H 4.943 1.822 -0.212
33 C -3.531 3.463 -3.138
34 H -5.484 -2.414 1.446
35 H 3.389 -1.866 -2.373
36 S 1.165 -0.906 -2.508
37 C 0.065 1.357 3.806
38 C 0.179 -0.912 4.219
39 C -4.264 -0.735 2.000
40 C -2.551 -1.086 -2.557
41 H 0.983 -3.756 -2.417
42 H -5.678 3.292 -3.037
43 H -0.229 -1.620 6.193
44 H -4.548 -2.143 -1.014
45 C 0.245 4.559 1.020
46 H 3.905 0.230 -2.184
47 S -2.775 -0.784 -4.220
48 H 2.529 -2.377 -3.821
49 H 4.675 -2.638 1.961
50 C 2.411 -2.171 -2.754
51 H -5.313 0.949 -1.867
52 C 3.179 1.037 -2.298
53 S 2.613 1.620 -0.689
54 H 4.112 -2.683 -0.495
55 H 3.959 -4.230 0.316
56 Ce -0.052 -0.267 0.671
57 C 4.092 1.365 0.297
58 C 1.968 -3.454 -2.054
59 C 3.525 -3.231 0.242
60 C -4.712 2.851 -2.839
61 C 0.191 2.468 2.821
62 C 0.059 3.252 0.589
63 Cl -1.049 -2.515 1.566
64 N 0.289 0.108 3.361
65 H -0.077 3.090 -0.477
66 C -0.343 1.587 5.122
67 C -2.598 0.009 -1.498
68 C -0.442 0.527 5.999
69 C -4.785 -1.648 1.142
70 H -4.452 -0.631 3.056
71 C 3.645 -2.550 1.606
72 C 4.416 -0.092 0.605
73 H -1.982 -2.776 -1.349
74 H -2.484 -2.727 -5.660
75 C -4.285 -1.498 -0.188
76 C 1.998 0.556 -3.137

Its expectation value of S² is 0.751. Its energy above the lowest of the compared OMol25 structures with the same formula, charge and spin is 0.0 kJ/mol. For the calculated total energy, the calculation gives -138558.4033 eV. The multiplicity is 2. The calculation puts the LUMO energy (spin up / spin down) at 0.069 / 0.069 eV. The net charge is 0.

=====

[2]
C18H50N2O8 | the ωB97M-V functional and the def2-TZVPD basis

Element x y z (Å)
1 H 7.412 -1.917 2.286
2 C -4.875 0.524 -4.197
3 C -2.545 0.464 -1.993
4 H -4.442 1.343 -4.776
5 H 3.273 1.261 -1.774
6 H 1.675 -3.905 1.573
7 C 2.975 -2.196 3.337
8 C 5.569 -3.153 2.139
9 H -6.941 0.335 -1.487
10 H 7.101 -4.634 2.488
11 H -2.794 -0.505 -2.436
12 H -1.086 4.689 -0.826
13 H 0.348 3.637 -2.651
14 C 1.872 -2.893 1.222
15 H 4.700 -0.987 3.998
16 H 6.243 -2.794 4.189
17 C 3.334 -0.834 1.185
18 H 4.072 -0.329 1.813
19 H -2.610 1.491 0.585
20 H -5.125 0.511 0.212
21 N -4.707 1.755 -2.064
22 H 0.983 -2.327 1.521
23 H -3.470 2.441 -3.332
24 H -1.106 3.421 -3.085
25 H 6.062 -1.071 1.625
26 H 5.616 -5.417 1.901
27 O 0.224 2.117 0.144
28 O -4.101 2.854 -2.714
29 H -0.315 2.576 -0.519
30 C -3.719 1.056 -1.208
31 H 5.021 -4.018 4.043
32 H -4.200 -0.312 -4.048
33 H -1.709 5.993 -0.309
34 H -2.111 0.980 -2.850
35 O -1.101 5.288 -0.062
36 H -1.784 0.180 -1.260
37 H -2.635 2.807 -0.663
38 H -7.519 1.382 -3.955
39 H -0.596 1.222 3.343
40 H -5.611 0.111 -4.901
41 C -5.624 1.023 -2.951
42 H -5.894 -1.665 -0.713
43 O 2.910 1.505 -0.915
44 H 2.398 -0.288 1.314
45 H 1.903 -2.856 0.133
46 C 6.525 -2.062 1.668
47 H -4.685 -1.590 -2.013
48 H 0.187 1.283 2.033
49 H 3.568 1.209 -0.276
50 O 0.077 0.754 2.838
51 H 6.726 -4.459 0.892
52 H 4.727 -2.638 -0.330
53 H -3.751 -0.531 0.186
54 C 6.210 -4.511 1.857
55 H 0.930 3.312 1.337
56 C -6.778 1.942 -3.381
57 H 4.234 -2.082 5.158
58 O 4.390 -3.450 0.087
59 C -5.299 -0.994 -1.332
60 H 6.854 -2.185 0.630
61 H 3.684 -0.817 0.155
62 H 0.929 1.684 -0.363
63 H -6.855 -0.859 -2.774
64 N 4.274 -3.098 1.447
65 O 1.122 4.131 1.840
66 C 5.336 -3.054 3.635
67 C -3.205 2.028 -0.156
68 C 4.298 -2.003 4.068
69 H -3.946 2.578 0.427
70 C -6.258 -0.161 -2.186
71 H 2.350 -3.027 3.649
72 C -4.487 -0.058 -0.472
73 H 2.429 -1.262 3.510
74 H -6.413 2.786 -3.964
75 C 3.136 -2.245 1.792
76 H 0.486 4.772 1.497
77 O -0.534 3.439 -2.308
78 H -7.330 2.302 -2.512

Its energy above the lowest of the compared OMol25 structures with the same formula, charge and spin is 59.2 kJ/mol. For the calculated total energy, the calculation gives -38834.9267 eV. The calculation puts the LUMO energy at -0.257 eV. The SMILES is CC1(C)CCCC(C)(C)N1O.CC1(C)CCCC(C)(C)N1O.O.O.O.O.O.O. The net charge is 0.

=====

[3]
C2H6ClFN2 | the ωB97M-V functional and the def2-TZVPD basis

Element x y z (Å)
1 H 1.566 0.374 0.542
2 Cl 0.286 -0.721 -2.433
3 H 1.848 -1.042 -0.558
4 C 1.496 0.018 -0.573
5 H -0.662 0.252 -0.676
6 N 0.100 -0.080 -0.849
7 C -1.328 1.591 0.998
8 H -2.750 2.270 -0.052
9 N -1.785 1.966 -0.057
10 H 2.066 0.686 -1.212
11 F -1.875 1.855 2.344
12 H -0.350 1.073 0.934

Its energy above the lowest of the compared OMol25 structures with the same formula, charge and spin is 220.3 kJ/mol. For the calculated total energy, the calculation gives -20387.2850 eV. The calculation puts the LUMO energy at 0.931 eV. The net charge is 0.

=====

[4]
C4H9NO2S | the ωB97M-V functional and the def2-TZVPD basis

Element x y z (Å)
1 H -0.646 1.416 -1.773
2 H -0.467 -2.814 -0.418
3 C 0.799 0.367 -1.031
4 H -2.867 1.837 0.350
5 H -0.251 -2.136 -2.008
6 H 1.801 0.120 -1.403
7 N 0.527 -0.876 1.089
8 O 0.070 0.837 -2.097
9 H -1.015 -0.756 -0.814
10 H 1.178 -0.108 2.911
11 C 0.225 -0.842 -0.268
12 S -2.141 0.763 0.125
13 C -0.375 -1.880 -0.969
14 H -0.291 -1.156 1.598
15 H 0.960 1.116 -0.256
16 C 1.395 -0.119 1.837
17 O 2.385 0.432 1.439

Its energy above the lowest of the compared OMol25 structures with the same formula, charge and spin is 476.5 kJ/mol. For the calculated total energy, the calculation gives -20710.0940 eV. The calculation puts the LUMO energy at -1.102 eV. The net charge is 0.

=====

[5]
C9H11NO3S | the ωB97M-V functional and the def2-TZVPD basis

Element x y z (Å)
1 H -2.525 -0.742 -1.331
2 C -0.200 -1.623 -0.082
3 H 4.142 0.889 0.588
4 C -2.404 1.460 -0.876
5 S 2.651 -0.351 -0.345
6 C -1.469 -2.490 0.196
7 H 1.447 1.419 2.464
8 H -3.444 1.854 -1.231
9 O 2.947 -1.568 0.268
10 O 2.110 -0.413 -1.698
11 H -1.014 -3.384 0.511
12 C 1.477 0.589 0.688
13 C -1.985 0.117 -0.931
14 H -2.028 -2.080 0.915
15 H -2.095 -2.780 -0.652
16 C -0.415 2.044 0.276
17 O 3.908 0.668 -0.370
18 N 2.009 0.991 1.755
19 H -1.725 3.412 -0.169
20 H 0.043 2.881 0.739
21 C -0.706 -0.243 -0.380
22 H 0.329 -2.150 -0.936
23 C -1.535 2.434 -0.319
24 C 0.102 0.744 0.176
25 H 0.381 -1.678 0.744

Its energy above the lowest of the compared OMol25 structures with the same formula, charge and spin is 296.8 kJ/mol. For the calculated total energy, the calculation gives -27976.8212 eV. The calculation puts the LUMO energy at -0.139 eV. The SMILES is [H]/N=C(\c1ccccc1CC)S(=O)(=O)O. The net charge is 0.

=====

Among the records above, which one has the highest energy above the lowest of the compared OMol25 structures with the same formula, charge and spin?
C4H9NO2S